# 1
# C38H35ClN2Si2Tm

A structure of composition C38H35ClN2Si2Tm in a non-equilibrium geometry (the ωB97M-V functional and the def2-TZVPD basis, the OMol25 dataset).

Values from the calculation:
Energy above the lowest of the compared OMol25 structures with the same formula, charge and spin, kJ/mol: 0.00
Largest force on an atom, eV/A: 7.3
Highest occupied orbital energy (spin up / spin down), Ha: -0.348 / -0.348
Total charge: +1
2S+1: 3
Kohn-Sham gap (spin up / spin down), eV: 6.2 / 6.2
Total energy, eV: -100756.1822

Positions of all 79 atoms, in Å:
C (2.518, -0.991, 4.003)
C (2.551, 0.166, 3.171)
C (1.449, 0.998, 3.541)
H (3.373, 0.452, 2.515)
C (0.696, 0.311, 4.556)
C (1.361, -0.927, 4.828)
H (1.121, -1.615, 5.642)
H (3.326, -1.719, 4.109)
H (1.297, 2.030, 3.225)
H (-0.142, 0.718, 5.128)
Tm (0.388, -1.000, 2.473)
Si (0.026, -1.149, -2.544)
C (1.310, -0.065, -3.384)
C (1.206, 0.385, -4.723)
H (0.374, 0.041, -5.338)
C (2.154, 1.270, -5.255)
H (2.128, 1.510, -6.319)
C (3.144, 1.843, -4.446)
H (3.826, 2.595, -4.843)
C (3.267, 1.407, -3.127)
H (4.045, 1.829, -2.483)
C (2.417, 0.404, -2.639)
H (2.586, 0.019, -1.628)
C (-0.700, -0.128, -1.148)
C (0.060, 0.873, -0.552)
H (1.006, 1.203, -0.967)
C (-0.482, 1.614, 0.546)
H (0.015, 2.537, 0.838)
C (-1.269, 0.847, 1.497)
H (-1.447, 1.194, 2.519)
C (-2.283, 0.099, 0.760)
H (-3.133, -0.332, 1.278)
C (-2.024, -0.261, -0.600)
H (-2.765, -0.884, -1.101)
H (0.635, -2.224, -1.713)
Si (-2.329, 1.699, -0.174)
C (-4.072, 2.553, 0.080)
C (-4.332, 3.865, -0.357)
H (-3.525, 4.484, -0.758)
C (-5.631, 4.393, -0.360)
H (-5.819, 5.400, -0.740)
C (-6.699, 3.611, 0.085)
H (-7.718, 4.001, 0.031)
C (-6.453, 2.347, 0.614)
H (-7.273, 1.736, 1.014)
C (-5.151, 1.828, 0.612)
H (-4.967, 0.815, 0.981)
C (-2.008, 2.539, -1.932)
C (-1.117, 3.609, -2.093)
H (-0.804, 4.213, -1.239)
C (-0.631, 3.927, -3.380)
H (0.116, 4.716, -3.514)
C (-1.099, 3.239, -4.504)
H (-0.700, 3.460, -5.503)
C (-2.042, 2.219, -4.347)
H (-2.408, 1.662, -5.215)
C (-2.534, 1.899, -3.064)
H (-3.324, 1.146, -2.956)
H (-0.743, -1.838, -3.553)
Cl (-1.720, -2.217, 2.577)
N (2.102, -1.728, 0.825)
C (2.852, -2.924, 1.184)
C (4.031, -3.254, 0.549)
C (4.687, -4.462, 0.864)
C (4.154, -5.338, 1.803)
C (2.965, -5.010, 2.511)
C (2.376, -5.847, 3.485)
C (1.206, -5.443, 4.115)
C (0.673, -4.178, 3.810)
N (1.202, -3.349, 2.891)
C (2.319, -3.762, 2.205)
H (2.746, -0.946, 0.693)
H (1.649, -1.833, -0.097)
H (4.433, -2.588, -0.213)
H (5.614, -4.721, 0.360)
H (4.643, -6.292, 2.029)
H (2.841, -6.803, 3.716)
H (0.695, -6.056, 4.853)
H (-0.239, -3.821, 4.290)

Forces on atoms 1 to 6 (eV/Å):
-0.03 0.61 0.19
0.01 0.27 1.19
0.07 -0.17 0.55
-0.32 -0.11 0.10
0.79 0.23 0.13
0.40 0.85 0.13

***

# 2
# C38H36IrN3P

A structure of composition C38H36IrN3P (the ωB97M-V functional and the def2-TZVPD basis, the OMol25 dataset).

Values from the calculation:
Energy above the lowest of the compared OMol25 structures with the same formula, charge and spin, kJ/mol: 183.72
Largest force on an atom, eV/A: 0.8
Highest occupied orbital energy, Ha: -0.394
Total charge: +1
Kohn-Sham gap, eV: 7.7
Total energy, eV: -56583.9527

Positions of all 79 atoms, in Å:
Ir (-0.590, -0.143, 0.016)
C (0.139, 0.686, 4.080)
C (-0.815, -0.092, 4.728)
C (-1.662, -0.882, 3.983)
C (-1.566, -0.888, 2.595)
N (-0.646, -0.103, 1.987)
C (0.194, 0.653, 2.708)
C (-2.339, -1.703, 1.672)
C (-3.361, -2.569, 2.045)
C (-4.023, -3.300, 1.073)
C (-3.651, -3.162, -0.259)
C (-2.626, -2.300, -0.628)
C (-1.958, -1.551, 0.334)
H (0.829, 1.311, 4.628)
H (-0.887, -0.082, 5.807)
H (-2.397, -1.512, 4.462)
H (0.920, 1.212, 2.139)
H (-3.652, -2.670, 3.083)
H (-4.826, -3.970, 1.348)
H (-4.170, -3.728, -1.022)
H (-2.368, -2.202, -1.678)
N (3.107, -0.325, 1.444)
C (3.610, -1.504, 0.796)
C (4.961, -1.827, 0.930)
C (5.475, -2.994, 0.404)
C (4.631, -3.869, -0.263)
C (3.294, -3.553, -0.403)
C (2.758, -2.360, 0.097)
P (0.935, -2.118, -0.087)
C (0.535, -2.859, -1.701)
C (0.197, -1.951, -2.700)
C (-0.141, -2.370, -3.978)
C (-0.155, -3.726, -4.268)
C (0.163, -4.647, -3.280)
C (0.504, -4.221, -2.005)
C (0.422, -3.296, 1.210)
C (-0.492, -4.332, 1.048)
C (-0.873, -5.103, 2.138)
C (-0.352, -4.845, 3.397)
C (0.560, -3.813, 3.567)
C (0.947, -3.046, 2.480)
H (3.406, 0.488, 0.921)
H (3.544, -0.241, 2.357)
H (5.607, -1.147, 1.474)
H (6.524, -3.228, 0.523)
H (5.012, -4.797, -0.667)
H (2.653, -4.256, -0.910)
H (0.211, -0.891, -2.478)
H (-0.395, -1.645, -4.740)
H (-0.423, -4.065, -5.260)
H (0.139, -5.706, -3.501)
H (0.719, -4.959, -1.245)
H (-0.936, -4.528, 0.082)
H (-1.586, -5.905, 1.999)
H (-0.651, -5.450, 4.243)
H (0.977, -3.609, 4.545)
H (1.667, -2.246, 2.618)
C (0.402, 1.805, -1.836)
N (0.552, 1.747, -0.366)
C (1.967, 1.988, -0.067)
C (-0.235, 2.856, 0.240)
C (-1.701, 2.605, 0.066)
C (-2.606, 3.644, -0.101)
C (-3.957, 3.368, -0.249)
C (-4.380, 2.047, -0.245)
C (-3.465, 1.010, -0.103)
C (-2.096, 1.265, 0.037)
H (0.734, 2.778, -2.213)
H (-0.639, 1.665, -2.121)
H (1.018, 1.039, -2.296)
H (2.263, 2.985, -0.411)
H (2.597, 1.256, -0.576)
H (2.132, 1.936, 1.002)
H (0.069, 3.821, -0.184)
H (0.031, 2.879, 1.298)
H (-2.257, 4.670, -0.098)
H (-4.669, 4.174, -0.365)
H (-5.431, 1.815, -0.370)
H (-3.843, -0.001, -0.129)

Forces on atoms 1 to 6 (eV/Å):
0.37 0.08 0.73
0.04 0.04 0.00
-0.04 -0.01 0.03
-0.02 0.01 0.01
0.04 -0.01 -0.01
0.12 -0.12 0.19